Record 1
DFT (ωB97M-V/def2-TZVPD) results for C21H26N10O8S2Ti as an isolated structure.

Geometry as XYZ:
```
68
Properties=species:S:1:pos:R:3:forces:R:3:mulliken_charge:R:1
Ti 0.7859 -0.2397 0.6440 -0.594 -0.974 0.598 -0.0594
N 5.4469 -3.9933 4.1377 -0.157 0.211 -0.043 -0.5475
C 5.1106 -3.1133 3.1198 0.051 -0.068 0.087 0.9147
C 5.9306 -2.0264 2.8145 0.030 -0.035 0.018 -0.8197
C 5.5828 -1.1473 1.8062 -0.029 0.145 0.062 -0.4382
C 4.4125 -1.3404 1.0864 -0.125 -0.010 0.108 -0.1812
C 3.5789 -2.4110 1.3945 0.165 0.055 -0.039 0.6913
C 3.9159 -3.2781 2.4109 -0.057 -0.094 0.080 -1.1729
S 4.1467 -0.2849 -0.2945 -0.067 0.057 -0.250 1.2859
O 4.2191 -1.1037 -1.4734 -0.048 -0.007 -0.046 -0.6974
O 5.0215 0.8394 -0.1459 0.095 -0.021 -0.062 -0.7172
N 2.5741 0.2031 -0.1524 0.867 0.698 -0.113 0.2294
C 2.1534 1.4548 -0.4713 0.281 0.121 -0.374 0.4274
N 0.8768 1.6479 -0.0149 0.698 1.023 -1.051 0.2504
C 0.2259 2.7257 -0.4283 -0.276 0.184 0.302 0.0686
C 0.8362 3.6838 -1.1954 -0.067 0.134 -0.082 -0.8732
C 2.1685 3.4467 -1.5302 0.111 0.060 -0.031 -0.1686
N 2.8295 2.3567 -1.1966 -0.008 -0.233 0.113 -0.5519
H 6.4101 -4.0143 4.4186 0.084 -0.012 -0.010 0.2154
H 5.0064 -4.8952 4.1167 -0.005 -0.072 -0.023 0.2249
H 6.8468 -1.8741 3.3742 -0.025 -0.003 -0.033 0.2844
H 6.2106 -0.2965 1.5664 -0.040 -0.115 0.034 0.5519
H 2.6713 -2.5857 0.8359 -0.112 0.035 -0.047 -0.2245
H 3.2573 -4.1011 2.6728 0.056 0.038 -0.081 0.3119
H -0.8028 2.8172 -0.1009 -0.028 -0.012 0.005 0.4256
H 0.3088 4.5683 -1.5198 0.046 -0.016 0.006 0.3799
H 2.7282 4.1714 -2.1163 -0.054 -0.021 0.024 0.4358
N -2.4806 0.2002 0.2297 0.179 0.090 -0.107 -0.3610
N -2.8585 0.3011 1.5649 0.092 0.092 0.068 -0.3171
C -1.8676 0.1704 2.5134 -0.174 0.045 0.048 0.6340
N -2.3045 0.0852 3.7884 -0.017 0.007 0.210 -0.4807
N -0.6286 0.1222 2.1434 -0.179 0.089 0.633 -0.3181
N 0.3934 0.1372 3.0573 0.318 0.295 1.111 0.8072
O 0.3137 0.1580 4.3227 -0.045 -0.084 -0.782 -0.8214
O 1.5607 0.0315 2.3825 -0.362 -0.072 0.997 -0.5746
H -2.9833 0.8755 -0.3227 -0.072 0.074 -0.074 0.2475
H -2.6281 -0.7298 -0.1327 0.022 -0.160 -0.094 0.1799
H -3.7250 -0.1355 1.8310 -0.186 -0.110 0.053 0.2367
H -3.1632 0.5619 4.0079 -0.013 0.010 0.006 0.2335
H -1.5453 0.1423 4.4623 0.027 -0.012 0.139 0.2704
C -2.9462 -5.1877 2.7531 0.084 0.002 -0.075 -1.4508
C -1.8365 -5.5079 1.7822 -0.030 0.005 0.052 0.7432
C -0.5686 -4.9577 1.9556 -0.015 0.015 0.007 -0.4593
C 0.4564 -5.2389 1.0673 0.004 -0.111 -0.042 -0.0850
C 0.2036 -6.0680 -0.0206 -0.049 -0.032 0.192 -0.2390
C -1.0506 -6.6343 -0.2127 0.017 0.065 -0.003 -0.3987
C -2.0597 -6.3525 0.6947 -0.039 0.023 -0.010 -0.7416
S 1.4901 -6.3781 -1.1838 0.061 0.008 0.022 1.1720
O 2.7216 -6.2601 -0.4663 0.038 -0.013 0.023 -0.6345
O 1.1417 -7.5463 -1.9383 0.082 -0.020 0.028 -0.7194
N 1.4358 -5.1520 -2.2649 -0.243 0.300 -0.189 -0.2833
C 1.4449 -3.7520 -1.8270 0.032 -0.235 0.008 -0.3730
C 0.0295 -3.1619 -1.6720 -0.002 -0.090 -0.054 -0.3597
C 0.0466 -1.9668 -0.7717 -0.436 -0.233 -0.336 1.0319
O 0.1106 -0.7926 -1.2308 -0.141 -0.559 -0.549 -0.6880
O 0.0139 -2.1200 0.4999 0.175 -0.420 -0.451 -0.3782
H -2.5593 -5.0750 3.7661 -0.008 -0.008 -0.022 0.3838
H -3.7056 -5.9694 2.7580 0.011 0.021 -0.005 0.4088
H -3.4344 -4.2468 2.4842 0.010 -0.033 -0.001 0.2412
H -0.3846 -4.2945 2.7941 0.020 -0.041 -0.031 0.3713
H 1.4544 -4.8365 1.2126 -0.150 -0.034 -0.003 0.3905
H -1.2171 -7.2976 -1.0545 0.019 0.050 0.085 0.4563
H -3.0381 -6.8007 0.5614 0.028 0.002 0.009 0.3917
H 0.8092 -5.3806 -3.0291 0.106 0.080 0.061 0.3255
H 2.0146 -3.1657 -2.5427 0.084 0.058 -0.023 0.4563
H 1.9930 -3.7015 -0.8850 -0.005 -0.099 -0.055 -0.1555
H -0.6265 -3.9091 -1.2253 -0.020 0.012 0.019 0.1834
H -0.3586 -2.8574 -2.6436 -0.014 -0.043 -0.017 0.4280
```
Positions in Å, forces in eV/Å.

Results
- <S²> = 2.012
- energy above the lowest of the compared OMol25 structures with the same formula, charge and spin (kJ/mol) = 133.0
- 2S+1 = 3
- highest occupied orbital energy (alpha / beta) (Ha) = -0.25762 / -0.29570

***

Record 2
DFT (ωB97M-V/def2-TZVPD) results for a 3-piece molecular cluster, C17H21F16INO2S overall.

Geometry as XYZ:
```
59
Properties=species:S:1:pos:R:3:forces:R:3:mulliken_charge:R:1
C -1.9074 1.4022 1.8310 -0.816 0.532 0.346 -0.8163
C -2.3167 -0.1604 1.5241 -0.899 0.692 -0.197 -0.6348
C -1.1338 -1.0490 0.8125 0.565 2.514 0.510 -0.5111
I -1.9347 -1.8567 -1.0589 0.584 0.007 0.873 0.2198
N -0.4610 -2.0588 1.7156 0.135 -2.146 5.468 0.3337
C -0.3659 -2.0729 3.1129 0.023 -1.181 -1.973 0.0817
C 0.5093 -3.3462 3.6876 1.412 0.948 -1.149 -0.6384
C 0.6033 -4.4333 2.4276 -0.001 3.110 0.915 -0.6820
C 0.3092 -3.3023 1.2365 0.195 -1.852 -1.844 -0.3714
S 1.9815 -2.6186 0.6352 -1.215 0.234 -0.745 -0.1365
H -1.6116 1.5885 2.9721 -0.367 -0.513 -2.663 0.1838
H -1.1073 1.8519 1.0954 -1.500 -1.079 1.536 0.2849
H -2.8957 2.0428 1.6671 2.173 -1.380 0.362 0.2930
H -2.7449 -0.6145 2.5189 0.966 0.514 -2.043 0.3070
H -3.2211 -0.1267 0.7467 2.090 -0.202 1.849 0.3867
H -0.2829 -0.2723 0.4985 -1.796 -1.915 0.589 0.5015
H -0.8061 -1.2963 3.8769 0.817 -1.267 -2.134 0.3646
H 0.3047 -3.7556 4.7647 -0.104 1.055 -2.236 0.3897
H 1.6078 -2.8849 3.7066 -2.208 -0.674 0.233 0.2805
H 1.7220 -4.7445 2.2498 -2.477 0.136 0.591 0.3352
H -0.1848 -5.2815 2.5962 1.620 1.673 -0.948 0.3458
H -0.2191 -3.9381 0.4084 0.668 2.052 1.239 0.3701
H 1.5901 -1.7300 -0.4175 0.111 -1.310 1.408 0.1356
C 0.0176 -3.6674 -4.2563 -0.599 0.649 0.425 -0.4624
C 0.4610 -5.1330 -4.3734 -1.044 -0.120 -0.608 0.8148
C 1.9401 -5.3414 -4.6855 0.944 -0.830 -0.184 0.1089
F 2.3177 -4.7673 -5.8465 0.096 -0.407 0.495 -0.2060
F 2.2178 -6.6683 -4.8095 -0.376 0.222 0.231 -0.2770
F -0.3345 -5.7649 -5.2773 0.475 0.167 0.329 -0.2771
F 0.1944 -5.7299 -3.1682 0.472 0.255 0.017 -0.3225
O -0.5431 -3.0730 -5.4329 1.518 -0.236 -0.831 -0.4051
C 0.4036 -2.6003 -6.3898 -0.429 0.699 1.741 0.7117
C 0.3937 -3.4096 -7.6956 0.088 -0.633 -0.895 0.2242
F 0.5720 -4.7358 -7.4724 -0.389 0.588 -0.093 -0.2028
F 1.3993 -3.0160 -8.5222 -0.264 0.254 0.557 -0.2525
F 1.6252 -2.5446 -5.8079 -0.363 0.458 -0.662 -0.2695
F 0.0588 -1.3096 -6.6513 0.036 -0.801 -0.273 -0.2906
H -0.8013 -3.6478 -3.5304 0.002 -0.242 -0.260 0.2035
H 0.7934 -3.0304 -3.8114 0.020 -0.313 -0.270 0.3525
H 2.5713 -4.9494 -3.8837 -0.139 0.111 0.107 0.2786
H -0.5550 -3.2834 -8.2228 -0.031 0.172 0.185 0.2389
C 0.5108 6.9405 1.9811 0.114 0.303 -1.008 -0.6727
C 0.9034 7.5174 3.3492 -0.883 0.714 -0.191 0.8442
C 1.6042 6.5408 4.2893 0.730 0.091 1.038 0.0978
F 0.8565 5.4533 4.5692 0.375 0.198 0.183 -0.1961
F 1.8694 7.1376 5.4837 -0.115 0.141 -0.427 -0.2828
F -0.1964 8.0678 3.9292 0.428 -0.306 -0.012 -0.2663
F 1.7572 8.5639 3.1127 0.115 -0.675 0.081 -0.3242
O -0.8307 6.4548 1.8531 0.046 -1.578 1.373 -0.4038
C -1.0550 5.1383 2.3550 1.201 1.229 -1.551 0.8232
C -1.9558 5.1146 3.5992 -0.421 0.433 0.885 0.1960
F -1.4833 5.9196 4.5837 -0.479 -0.303 -0.656 -0.2033
F -2.0315 3.8624 4.1241 0.188 -0.065 -0.428 -0.2324
F 0.1410 4.5345 2.5529 -0.823 -0.504 -0.156 -0.2857
F -1.6547 4.4499 1.3452 -0.190 0.199 0.628 -0.3348
H 0.5646 7.7689 1.2678 -0.169 0.007 0.291 0.4173
H 1.2426 6.2111 1.6097 -0.175 0.113 0.364 0.3111
H 2.5580 6.2075 3.8721 -0.037 0.079 -0.190 0.2798
H -2.9672 5.4463 3.3521 0.098 -0.016 -0.223 0.2421
```
Positions in Å, forces in eV/Å.

Results
- total charge = +1
- highest occupied orbital energy (Ha) = -0.49027

***

| no. | molar mass (g mol⁻¹) |
| --- | --- |
| 1 | 658.50 |
| 2 | 734.30 |